Molecular formula: C24H42LuO2P2
Method: DFT, the ωB97M-V functional and the def2-TZVPD basis

Structure (ORCA input):
```
! wB97M-V def2-TZVPD RIJCOSX def2/J DEFGRID3
* xyz 1 1
Lu 0.230 0.527 2.172
C 2.478 1.205 1.007
C 1.498 2.216 0.782
C 1.859 2.035 3.066
C 2.700 1.092 2.410
C 1.112 2.731 2.062
C 3.427 0.669 0.001
H 3.121 0.889 -1.025
H 3.554 -0.419 0.070
H 4.432 1.113 0.126
C 3.875 0.425 3.043
H 4.426 -0.213 2.336
H 3.584 -0.198 3.909
H 4.562 1.207 3.428
C 1.830 2.247 4.534
H 2.789 2.661 4.874
H 1.667 1.308 5.083
H 1.034 2.949 4.802
C 0.155 3.844 2.318
H 0.688 4.794 2.471
H -0.438 3.671 3.236
H -0.531 4.000 1.476
C 1.193 2.864 -0.519
H 1.230 3.956 -0.390
H 0.175 2.607 -0.876
H 1.932 2.607 -1.281
C 1.660 -2.324 -1.968
C 2.144 -1.128 -2.380
C 1.266 -0.011 -2.901
C -0.093 -0.442 -3.528
C -1.350 -0.599 -2.575
C -1.040 -0.020 -1.167
C 0.079 -0.807 -0.492
C 0.427 -2.239 -1.096
H 1.827 0.562 -3.668
H 0.008 -1.329 -4.177
H 1.110 0.805 -2.172
H -0.428 -2.621 -1.703
H 2.118 -3.306 -2.183
H 3.206 -0.954 -2.541
H 0.497 -2.938 -0.234
H 1.005 -0.200 -0.541
H -0.792 1.054 -1.280
H -0.165 -0.960 0.581
H -0.304 0.413 -4.192
H -2.109 0.006 -3.104
P -2.379 -2.089 -2.124
C -2.335 -3.942 -2.145
C -3.552 -2.014 -3.576
P -2.527 -0.029 -0.020
C -3.134 -1.691 -0.501
C -3.838 1.068 -0.576
C -2.616 0.066 1.773
H -2.514 -4.417 -1.170
H -1.385 -4.290 -2.562
H -3.119 -4.301 -2.829
H -4.088 -2.965 -3.761
H -2.870 -1.883 -4.428
H -4.237 -1.150 -3.558
H -3.492 -0.536 2.040
H -2.833 1.108 2.040
H -1.785 -0.409 2.354
H -2.879 -2.415 0.294
H -4.234 -1.698 -0.572
H -3.929 1.859 0.184
H -4.789 0.512 -0.615
H -3.578 1.515 -1.539
O 0.544 -0.603 4.043
C 1.134 -1.554 3.402
O 1.255 -1.454 2.129
H 1.529 -2.440 3.923
*
```

Computed properties:
E_HOMO (spin up / spin down) = -6.9 / -7.7 eV
molecular weight = 599.51 g mol⁻¹
largest force on an atom = 2.65 eV/Å
relative energy (zero: lowest compared OMol25 entry of this formula, charge and spin) = 5.150 eV
total energy = -3007.99164 a.u.
HOMO-LUMO gap (spin up / spin down) = 4.130 / 5.377 eV

Let us look at the Löwdin charges, expressed in e, one per atom: number 1, Lu, carries 1.6623; number 2, C, carries -0.2868; number 3, C, carries -0.3097; number 4, C, carries -0.3466; number 5, C, carries -0.3086; number 6, C, carries -0.3636; number 7, C, carries -0.0320; number 8, H, carries 0.0553; number 9, H, carries 0.0921; number 10, H, carries 0.1095; number 11, C, carries -0.0151; number 12, H, carries 0.0856; number 13, H, carries 0.0864; number 14, H, carries 0.1058; number 15, C, carries -0.0304; number 16, H, carries 0.0987; number 17, H, carries 0.0771; number 18, H, carries 0.0790; number 19, C, carries -0.0538; number 20, H, carries 0.0983; number 21, H, carries 0.0776; number 22, H, carries 0.0750; number 23, C, carries -0.0342; number 24, H, carries 0.0979; number 25, H, carries 0.0640; number 26, H, carries 0.0764; number 27, C, carries -0.0672; number 28, C, carries -0.1350; number 29, C, carries -0.1969; number 30, C, carries -0.1292; number 31, C, carries -0.3895; number 32, C, carries -0.4330; number 33, C, carries -0.2306; number 34, C, carries -0.1698; number 35, H, carries 0.1302; number 36, H, carries 0.1212; number 37, H, carries 0.0682; number 38, H, carries 0.0212; number 39, H, carries 0.1181; number 40, H, carries 0.1019; number 41, H, carries 0.1276; number 42, H, carries 0.0795; number 43, H, carries 0.0822; number 44, H, carries 0.0231; number 45, H, carries 0.1135; number 46, H, carries 0.0896; number 47, P, carries 0.8064; number 48, C, carries -0.2359; number 49, C, carries -0.2005; number 50, P, carries 0.8465; number 51, C, carries -0.3723; number 52, C, carries -0.1758; number 53, C, carries -0.2828; number 54, H, carries 0.0483; number 55, H, carries 0.0438; number 56, H, carries 0.0235; number 57, H, carries 0.0431; number 58, H, carries 0.0535; number 59, H, carries 0.0497; number 60, H, carries 0.0641; number 61, H, carries 0.0536; number 62, H, carries 0.0100; number 63, H, carries 0.0753; number 64, H, carries 0.0657; number 65, H, carries 0.0569; number 66, H, carries 0.0663; number 67, H, carries 0.0629; number 68, O, carries -0.1705; number 69, C, carries -0.4075; number 70, O, carries -0.1640; number 71, H, carries 0.1544



Molecular formula: C28H27Cl3N4O4SSc
Method: DFT, the ωB97M-V functional and the def2-TZVPD basis

Structure (ORCA input):
```
! wB97M-V def2-TZVPD RIJCOSX def2/J DEFGRID3
* xyz 1 1
Sc -0.712 0.570 0.044
O -4.021 2.727 -0.163
S -3.281 1.710 0.516
O -1.934 2.096 1.045
N -2.781 0.503 -0.359
C -3.419 -0.299 -1.293
C -4.757 -0.396 -1.558
C -5.210 -1.294 -2.552
C -4.339 -2.073 -3.257
C -2.947 -1.986 -3.001
C -1.975 -2.751 -3.682
C -0.654 -2.595 -3.372
C -0.291 -1.672 -2.376
N -1.162 -0.942 -1.711
C -2.490 -1.095 -2.018
C -4.232 1.115 1.861
C -5.434 1.737 2.164
C -6.174 1.263 3.238
C -5.709 0.188 3.981
C -4.502 -0.426 3.661
C -3.752 0.033 2.594
H -5.466 0.213 -1.012
H -6.271 -1.361 -2.748
H -4.693 -2.760 -4.014
H -2.289 -3.454 -4.444
H 0.116 -3.165 -3.872
H 0.753 -1.536 -2.120
H -5.773 2.574 1.570
H -7.113 1.734 3.493
H -6.290 -0.176 4.818
H -4.146 -1.263 4.246
H -2.814 -0.443 2.336
Cl 3.290 -5.098 2.669
C 2.161 -3.845 2.286
C 2.538 -2.827 1.427
C 1.606 -1.847 1.150
Cl 2.028 -0.540 0.053
C 0.315 -1.813 1.679
O -0.531 -0.846 1.383
C -0.013 -2.871 2.537
Cl -1.600 -2.919 3.220
C 0.890 -3.873 2.840
H 3.526 -2.801 0.991
H 0.603 -4.673 3.507
C 2.944 2.302 -3.309
C 2.326 3.494 -2.587
N 0.880 3.625 -2.793
C 0.444 4.718 -3.673
C 0.639 4.403 -5.147
C 0.025 2.792 -2.194
C -1.438 2.900 -2.506
N 0.407 1.870 -1.337
H 4.012 2.257 -3.097
H 2.814 2.393 -4.386
H 2.498 1.355 -3.003
H 2.777 4.416 -2.947
H 2.533 3.461 -1.513
H 1.020 5.600 -3.391
H -0.594 4.953 -3.459
H 1.690 4.237 -5.384
H 0.291 5.238 -5.754
H 0.079 3.512 -5.435
H -1.613 3.052 -3.569
H -1.891 3.728 -1.957
H -1.944 1.988 -2.204
H 1.411 1.879 -1.198
O 1.149 2.299 2.779
C 0.673 1.828 1.883
*
```

Computed properties:
E_HOMO = -10.8 eV
molecular weight = 666.93 g mol⁻¹
largest force on an atom = 0.16 eV/Å
relative energy (zero: lowest compared OMol25 entry of this formula, charge and spin) = 0.015 eV
total energy = -4142.68968 a.u.
HOMO-LUMO gap = 7.904 eV

Let us look at the Löwdin charges, expressed in e, one per atom: number 1, Sc, carries 0.8577; number 2, O, carries -0.2534; number 3, S, carries 0.6514; number 4, O, carries -0.3902; number 5, N, carries -0.2203; number 6, C, carries -0.2383; number 7, C, carries 0.0146; number 8, C, carries -0.0487; number 9, C, carries -0.0242; number 10, C, carries -0.1417; number 11, C, carries 0.0203; number 12, C, carries -0.0252; number 13, C, carries -0.1060; number 14, N, carries 0.0577; number 15, C, carries -0.1459; number 16, C, carries -0.2803; number 17, C, carries -0.0448; number 18, C, carries -0.0556; number 19, C, carries -0.0533; number 20, C, carries -0.0562; number 21, C, carries -0.0502; number 22, H, carries 0.1197; number 23, H, carries 0.1147; number 24, H, carries 0.1188; number 25, H, carries 0.1286; number 26, H, carries 0.1144; number 27, H, carries 0.0809; number 28, H, carries 0.1159; number 29, H, carries 0.1134; number 30, H, carries 0.1132; number 31, H, carries 0.1010; number 32, H, carries 0.0720; number 33, Cl, carries 0.6994; number 34, C, carries -0.6670; number 35, C, carries -0.1170; number 36, C, carries -0.5156; number 37, Cl, carries 0.7738; number 38, C, carries -0.4355; number 39, O, carries -0.2439; number 40, C, carries -0.5654; number 41, Cl, carries 0.7579; number 42, C, carries -0.1121; number 43, H, carries 0.1136; number 44, H, carries 0.1137; number 45, C, carries -0.0556; number 46, C, carries -0.1879; number 47, N, carries -0.0639; number 48, C, carries -0.1939; number 49, C, carries -0.0589; number 50, C, carries -0.3717; number 51, C, carries 0.0217; number 52, N, carries 0.0309; number 53, H, carries 0.0872; number 54, H, carries 0.0738; number 55, H, carries 0.0635; number 56, H, carries 0.1251; number 57, H, carries 0.1232; number 58, H, carries 0.1262; number 59, H, carries 0.1095; number 60, H, carries 0.0712; number 61, H, carries 0.0853; number 62, H, carries 0.0805; number 63, H, carries 0.0948; number 64, H, carries 0.1094; number 65, H, carries 0.0599; number 66, H, carries 0.0152; number 67, O, carries 0.1711; number 68, C, carries 0.0219



Molecular formula: CH3BrClP
Method: DFT, the ωB97M-V functional and the def2-TZVPD basis

Structure (ORCA input):
```
! wB97M-V def2-TZVPD RIJCOSX def2/J DEFGRID3
* xyz 0 1
C -0.252 0.179 0.045
P -1.688 1.289 0.145
Cl -0.960 2.539 1.697
Br -1.268 2.536 -1.646
H -0.352 -0.505 -0.744
H -0.251 -0.321 0.928
H 0.662 0.680 0.257
*
```

Computed properties:
E_HOMO = -9.7 eV
molecular weight = 161.37 g mol⁻¹
largest force on an atom = 3.63 eV/Å
relative energy (zero: lowest compared OMol25 entry of this formula, charge and spin) = 0.017 eV
total energy = -3415.49403 a.u.
HOMO-LUMO gap = 10.064 eV
SMILES = CP(Cl)Br

Let us look at the Löwdin charges, expressed in e, one per atom: number 1, C, carries -0.4501; number 2, P, carries 0.1563; number 3, Cl, carries 0.0758; number 4, Br, carries 0.1805; number 5, H, carries 0.0255; number 6, H, carries -0.0145; number 7, H, carries 0.0266



Molecular formula: C5H6N2O
Method: DFT, the ωB97M-V functional and the def2-TZVPD basis

Structure (ORCA input):
```
! wB97M-V def2-TZVPD RIJCOSX def2/J DEFGRID3
* xyz 0 1
H -2.130 -0.428 -1.886
N -1.220 -0.677 -1.264
C -0.987 0.179 -0.354
N -1.792 1.308 0.141
C -0.833 1.975 0.876
C 0.591 1.424 1.002
C 0.440 0.202 0.391
O 1.333 -0.660 0.472
C 1.113 -1.805 -0.327
H -0.967 2.921 1.391
H 1.536 1.972 1.271
H 0.116 -2.292 0.066
H 0.712 -1.656 -1.390
H 2.088 -2.462 -0.389
*
```

Computed properties:
E_HOMO = -8.7 eV
molecular weight = 110.12 g mol⁻¹
largest force on an atom = 5.65 eV/Å
relative energy (zero: lowest compared OMol25 entry of this formula, charge and spin) = 3.362 eV
total energy = -378.74740 a.u.
HOMO-LUMO gap = 8.377 eV
SMILES = [H]/N=C1\N=CC=C1OC

Let us look at the Löwdin charges, expressed in e, one per atom: number 1, H, carries 0.1371; number 2, N, carries 0.1164; number 3, C, carries -0.3497; number 4, N, carries 0.0617; number 5, C, carries -0.0966; number 6, C, carries 0.0082; number 7, C, carries -0.3166; number 8, O, carries -0.0153; number 9, C, carries -0.0925; number 10, H, carries 0.0933; number 11, H, carries 0.1217; number 12, H, carries 0.1209; number 13, H, carries 0.0847; number 14, H, carries 0.1267



Molecular formula: H4S4
Method: DFT, the ωB97M-V functional and the def2-TZVPD basis

Structure (ORCA input):
```
! wB97M-V def2-TZVPD RIJCOSX def2/J DEFGRID3
* xyz 0 1
S 3.353 2.052 0.124
S 2.698 1.179 -1.649
H 3.008 1.083 0.999
H 3.704 0.296 -1.822
S -3.185 -1.970 -0.217
S -2.855 -1.138 1.675
H -4.444 -1.532 -0.433
H -2.278 0.030 1.323
*
```

Computed properties:
E_HOMO = -9.5 eV
molecular weight = 132.30 g mol⁻¹
largest force on an atom = 0.56 eV/Å
relative energy (zero: lowest compared OMol25 entry of this formula, charge and spin) = 0.075 eV
total energy = -1595.12377 a.u.
HOMO-LUMO gap = 9.704 eV
SMILES = SS.SS

Let us look at the Löwdin charges, expressed in e, one per atom: number 1, S, carries 0.2048; number 2, S, carries 0.2074; number 3, H, carries -0.2062; number 4, H, carries -0.2059; number 5, S, carries 0.2098; number 6, S, carries 0.2079; number 7, H, carries -0.2090; number 8, H, carries -0.2088



Molecular formula: C4H10OS2
Method: DFT, the ωB97M-V functional and the def2-TZVPD basis

Structure (ORCA input):
```
! wB97M-V def2-TZVPD RIJCOSX def2/J DEFGRID3
* xyz 0 1
C 0.467 1.683 1.110
C 1.110 -2.123 -0.279
C -0.136 -0.528 -1.600
C -0.594 1.033 0.286
O -0.115 -1.687 -0.924
S -1.714 2.211 -0.528
S -1.470 -0.377 0.972
H 1.299 0.936 1.139
H 0.709 2.608 0.598
H 0.010 1.882 2.204
H 1.375 -1.395 0.502
H 1.950 -2.247 -1.076
H 0.942 -3.206 0.126
H -1.103 -0.202 -1.891
H 0.702 0.167 -1.595
H -2.419 1.335 -1.258
H -1.012 -0.089 2.217
*
```

Computed properties:
E_HOMO (spin up / spin down) = -7.1 / -7.2 eV
molecular weight = 138.26 g mol⁻¹
largest force on an atom = 2.71 eV/Å
relative energy (zero: lowest compared OMol25 entry of this formula, charge and spin) = 5.104 eV
total energy = -1029.84417 a.u.
HOMO-LUMO gap (spin up / spin down) = 7.333 / 7.828 eV

Let us look at the Löwdin charges, expressed in e, one per atom: number 1, C, carries -0.2186; number 2, C, carries -0.0789; number 3, C, carries -0.0967; number 4, C, carries -1.0799; number 5, O, carries -0.3159; number 6, S, carries 0.6603; number 7, S, carries 0.7449; number 8, H, carries 0.0726; number 9, H, carries 0.0520; number 10, H, carries 0.1176; number 11, H, carries 0.0640; number 12, H, carries 0.1143; number 13, H, carries 0.1210; number 14, H, carries 0.0345; number 15, H, carries 0.0830; number 16, H, carries -0.1546; number 17, H, carries -0.1196